Entry from the Open Molecules 2025 dataset: a 2-piece molecular cluster, Br2H2O2Si overall (the ωB97M-V functional and the def2-TZVPD basis).

Geometry as XYZ:
```
7
Properties=species:S:1:pos:R:3
O 1.84 -0.38 1.15
O -1.30 -0.77 -0.32
Si -0.17 0.36 -0.51
Br -1.01 2.28 0.08
Br 0.51 0.57 -2.57
H 1.34 -0.52 1.92
H -1.20 -1.54 0.26
```

The energy relative to the best compared isomer or geometry (same formula, charge and spin) comes out at 100.15 kcal/mol. Its HOMO-LUMO gap is 8.365 eV. The value obtained for the HOMO energy is -9.89 eV. Its LUMO energy is -1.53 eV.

---

Entry from the Open Molecules 2025 dataset: C8H24B2O28 as an isolated structure (the ωB97M-V functional and the def2-TZVPD basis).

Geometry as XYZ:
```
62
Properties=species:S:1:pos:R:3
O -24.95 18.51 46.27
C -25.19 17.52 47.00
O -26.14 17.68 47.83
B -26.34 16.30 48.40
O -25.29 15.51 47.67
C -24.63 16.22 46.97
O -23.95 15.75 45.95
O -27.74 15.74 48.22
C -28.29 15.53 49.22
O -29.51 15.33 49.38
C -27.40 15.74 50.22
O -26.25 16.22 49.92
O -27.62 15.49 51.39
O -29.17 19.32 51.34
C -29.19 19.59 50.10
O -28.77 18.78 49.27
B -29.33 19.16 47.98
O -30.13 20.44 48.30
C -30.05 20.54 49.52
O -30.83 21.20 50.25
O -30.20 18.16 47.42
C -29.80 17.95 46.30
O -30.29 17.18 45.44
C -28.57 18.68 45.97
O -28.26 19.45 47.01
O -27.76 18.42 45.17
O -21.75 15.47 48.72
H -21.11 14.78 49.12
H -22.38 15.13 48.32
O -22.83 19.78 48.24
H -22.64 19.66 47.33
H -23.49 20.38 48.28
O -27.69 13.15 53.03
H -27.18 12.66 52.48
H -27.64 13.90 52.61
O -25.52 16.14 53.09
H -26.03 16.34 52.31
H -24.66 15.73 52.98
O -25.73 20.89 44.27
H -26.11 21.56 44.96
H -25.51 20.10 44.77
O -29.33 12.97 46.70
H -28.75 12.15 46.50
H -28.82 13.80 46.78
O -28.91 12.24 49.46
H -29.13 12.20 48.51
H -29.72 12.50 49.86
O -24.94 13.33 44.85
H -25.60 13.93 44.47
H -24.31 14.01 45.07
O -31.38 13.65 49.89
H -30.61 14.18 49.72
H -31.90 13.72 49.10
O -22.62 19.11 45.41
H -23.67 19.09 45.68
H -22.56 20.01 45.01
O -23.85 15.73 43.13
H -23.04 16.21 43.03
H -24.15 15.93 44.07
O -31.48 16.75 50.65
H -31.29 16.56 51.58
H -30.83 16.27 50.18
```

The energy relative to the best compared isomer or geometry (same formula, charge and spin) comes out at 212.43 kcal/mol. Its HOMO-LUMO gap is 8.425 eV. The value obtained for the HOMO energy is -5.32 eV. Its LUMO energy is 3.10 eV. As for the total charge: -2.

---

Entry from the Open Molecules 2025 dataset: one molecule with the formula C21H28N4O4S (the ωB97M-V functional and the def2-TZVPD basis).

Geometry as XYZ:
```
58
Properties=species:S:1:pos:R:3
C 6.82 3.80 -0.58
O 5.81 3.24 0.23
C 4.65 2.83 -0.34
C 4.37 2.92 -1.72
C 3.18 2.48 -2.22
C 2.19 1.93 -1.36
N 1.03 1.52 -1.89
C 0.11 1.01 -1.10
C -1.11 0.58 -1.75
N -2.07 0.09 -1.07
N -3.19 -0.30 -1.70
C -4.22 -0.97 -1.11
O -5.22 -1.22 -1.75
C -4.10 -1.37 0.36
C -4.75 -0.30 1.26
C -4.20 1.10 1.00
S -4.39 2.19 2.44
C -2.93 1.67 3.39
N -2.75 -1.63 0.81
C -1.91 -2.40 0.07
O -2.26 -3.08 -0.87
O -0.67 -2.30 0.58
C 0.42 -3.08 0.01
C 0.13 -4.57 0.16
C 1.64 -2.67 0.84
C 0.64 -2.70 -1.46
C 0.29 0.88 0.30
C 1.47 1.29 0.86
C 2.47 1.84 0.03
C 3.71 2.30 0.52
H 6.47 4.71 -1.08
H 7.18 3.08 -1.33
H 7.63 4.05 0.10
H 5.10 3.33 -2.39
H 2.95 2.54 -3.27
H -1.14 0.69 -2.84
H -3.26 -0.18 -2.71
H -4.68 -2.30 0.45
H -4.58 -0.59 2.30
H -5.83 -0.31 1.08
H -4.74 1.58 0.18
H -3.14 1.08 0.75
H -3.00 0.62 3.64
H -2.92 2.26 4.30
H -2.03 1.87 2.81
H -2.33 -0.98 1.45
H 0.99 -5.14 -0.20
H -0.05 -4.81 1.20
H -0.74 -4.84 -0.43
H 1.46 -2.90 1.89
H 1.82 -1.61 0.74
H 2.51 -3.22 0.51
H -0.24 -2.97 -2.04
H 0.82 -1.63 -1.55
H 1.49 -3.24 -1.85
H -0.49 0.43 0.88
H 1.65 1.20 1.92
H 3.93 2.23 1.57
```

The energy relative to the best compared isomer or geometry (same formula, charge and spin) comes out at 51.57 kcal/mol. Its HOMO-LUMO gap is 7.964 eV. The value obtained for the HOMO energy is -8.22 eV. Its LUMO energy is -0.26 eV.

---

Entry from the Open Molecules 2025 dataset: C15H9Cl24F7O8S3 as an isolated structure (the ωB97M-V functional and the def2-TZVPD basis).

Geometry as XYZ:
```
66
Properties=species:S:1:pos:R:3
C -2.62 3.46 0.75
C -1.22 3.29 0.29
C -0.11 2.24 0.93
C -0.29 0.69 0.34
O -1.67 0.38 0.84
S -1.55 -0.21 2.45
O -1.98 0.71 3.63
O -2.26 -1.54 2.80
O 0.09 -0.66 2.34
C 0.70 -0.44 0.99
S 2.46 0.04 1.49
C 3.60 0.42 0.05
O 2.52 1.24 2.50
O 3.12 -1.17 2.26
S 0.76 -2.18 0.32
O 2.18 -2.47 -0.32
O 0.72 -3.13 1.58
C -0.68 -2.69 -0.75
F -0.56 -4.18 -0.98
F -1.98 -2.53 -0.01
C -0.82 -1.92 -2.19
F -1.72 -0.71 -2.11
F -1.58 -2.88 -3.09
C 0.58 -1.60 -2.97
F 1.40 -2.85 -3.18
F 1.37 -0.48 -2.41
F 0.19 -1.17 -4.36
H -3.12 4.52 0.84
H -3.28 2.50 0.99
H -0.84 3.97 -0.61
H 0.95 2.67 0.61
H -0.09 2.26 2.12
H -0.22 0.92 -0.83
H 3.59 1.59 -0.21
H 4.71 0.19 0.41
H 3.43 -0.24 -0.90
C -1.81 7.21 2.69
Cl -1.15 8.39 1.54
Cl -0.61 6.89 3.96
Cl -3.30 7.86 3.43
Cl -2.20 5.69 1.84
C 4.64 4.61 -0.46
Cl 5.85 4.10 0.75
Cl 4.93 3.73 -1.98
Cl 3.01 4.24 0.14
Cl 4.79 6.36 -0.75
C -5.74 7.99 0.36
Cl -5.13 6.34 0.07
Cl -4.41 9.16 0.21
Cl -7.00 8.37 -0.84
Cl -6.44 8.09 2.00
C 0.66 -7.70 -0.95
Cl 1.37 -9.12 -0.13
Cl -1.08 -7.97 -1.22
Cl 0.89 -6.26 0.08
Cl 1.48 -7.45 -2.51
C 5.26 -6.79 -0.75
Cl 5.89 -7.13 -2.39
Cl 4.65 -8.29 -0.02
Cl 6.57 -6.12 0.26
Cl 3.94 -5.60 -0.86
C -4.17 -4.93 -1.61
Cl -3.30 -5.77 -0.30
Cl -3.19 -4.98 -3.10
Cl -5.73 -5.73 -1.89
Cl -4.44 -3.23 -1.14
```

Its HOMO-LUMO gap is 7.471 eV. The value obtained for the HOMO energy is -9.61 eV. Its LUMO energy is -2.14 eV.

---

Entry from the Open Molecules 2025 dataset: one molecule with the formula C21H25N7 (the ωB97M-V functional and the def2-TZVPD basis).

Geometry as XYZ:
```
53
Properties=species:S:1:pos:R:3
C -0.98 2.44 2.64
C -2.22 1.72 3.16
N -2.96 1.07 2.09
C -3.54 2.00 1.12
C -2.90 1.87 -0.26
C -3.90 0.06 2.56
C -4.11 -1.05 1.54
C -2.85 -1.90 1.36
N -1.77 -1.09 0.86
C -0.74 -1.60 0.19
N -0.65 -2.86 -0.09
C 0.42 -3.34 -0.79
C 0.48 -4.71 -1.08
C 1.55 -5.22 -1.77
C 2.58 -4.39 -2.21
C 2.55 -3.04 -1.95
C 1.47 -2.50 -1.24
C 1.34 -1.13 -0.92
N 2.10 -0.08 -1.18
C 1.44 0.96 -0.63
C 1.94 2.32 -0.70
C 1.17 3.41 -0.31
C 1.72 4.67 -0.41
N 2.94 4.90 -0.87
C 3.67 3.87 -1.25
C 3.22 2.56 -1.19
N 0.30 0.61 -0.04
N 0.24 -0.71 -0.22
H -1.25 3.31 2.05
H -0.38 2.77 3.48
H -0.39 1.77 2.03
H -1.90 0.95 3.86
H -2.86 2.44 3.71
H -4.62 1.81 1.03
H -3.42 3.03 1.48
H -3.25 2.67 -0.90
H -3.15 0.92 -0.72
H -1.81 1.94 -0.18
H -3.50 -0.38 3.48
H -4.87 0.51 2.82
H -4.40 -0.62 0.58
H -4.92 -1.70 1.88
H -3.02 -2.72 0.65
H -2.57 -2.35 2.33
H -1.81 -0.11 1.14
H -0.32 -5.34 -0.73
H 1.59 -6.28 -1.99
H 3.41 -4.81 -2.76
H 3.33 -2.37 -2.28
H 0.17 3.26 0.06
H 1.16 5.55 -0.12
H 4.65 4.10 -1.62
H 3.83 1.73 -1.51
```

The energy relative to the best compared isomer or geometry (same formula, charge and spin) comes out at 0.00 kcal/mol. Its HOMO-LUMO gap is 8.389 eV. The value obtained for the HOMO energy is -8.07 eV. Its LUMO energy is 0.32 eV.

---

Entry from the Open Molecules 2025 dataset: CH3FeMgO2 as an isolated structure (the ωB97M-V functional and the def2-TZVPD basis).

Geometry as XYZ:
```
8
Properties=species:S:1:pos:R:3
O 1.78 -0.08 -0.17
Mg 0.43 1.13 -0.48
O -1.06 0.20 0.18
C -2.41 -0.07 0.00
Fe 1.29 -1.62 0.58
H -2.56 -0.88 -0.74
H -2.82 -0.40 0.97
H -3.06 0.76 -0.32
```

The energy relative to the best compared isomer or geometry (same formula, charge and spin) comes out at 12.01 kcal/mol. Its multiplicity is 7. Its HOMO-LUMO gap (spin up / spin down) is 7.023 / 6.503 eV. The value obtained for the HOMO energy (spin up / spin down) is -12.60 / -13.72 eV. Its LUMO energy (spin up / spin down) is -5.58 / -7.22 eV. As for the total charge: +1. Its expectation value of S² is 12.01.

---

Entry from the Open Molecules 2025 dataset: C31H26AsCaN13OS4Se2 as an isolated structure (the ωB97M-V functional and the def2-TZVPD basis).

Geometry as XYZ:
```
79
Properties=species:S:1:pos:R:3
Ca -0.70 -0.65 -0.10
C 3.06 3.77 0.52
C 2.86 2.47 1.00
C 1.95 1.62 0.41
C 1.17 2.02 -0.71
C 1.39 3.34 -1.18
C 2.31 4.17 -0.58
N 0.27 1.13 -1.20
N -0.44 1.63 -2.31
C -1.81 1.54 -2.27
C -2.59 2.15 -3.28
C -3.95 2.09 -3.19
C -4.55 1.42 -2.11
C -3.72 0.84 -1.19
N -2.37 0.88 -1.25
H 3.79 4.43 0.98
H 3.44 2.11 1.85
H 1.85 0.62 0.79
H 0.82 3.70 -2.03
H 2.44 5.17 -0.98
H -2.10 2.61 -4.13
H -4.55 2.53 -3.98
H -5.63 1.33 -2.01
H -4.13 0.28 -0.36
Se 0.28 0.84 7.91
N 0.96 -0.36 6.77
C 0.42 -0.14 5.61
C 0.72 -0.91 4.41
C 1.66 -1.95 4.41
C 1.90 -2.62 3.24
C 1.17 -2.27 2.10
N 0.26 -1.30 2.10
C 0.06 -0.61 3.23
C -0.91 0.51 3.16
N -1.47 0.76 1.97
C -2.31 1.77 1.86
C -2.66 2.58 2.94
C -2.10 2.33 4.17
C -1.20 1.27 4.29
C -0.54 0.95 5.55
N -0.76 1.59 6.66
H 2.20 -2.18 5.32
H 2.65 -3.39 3.16
H 1.32 -2.77 1.15
H -2.70 1.95 0.87
H -3.36 3.40 2.79
H -2.33 2.93 5.04
S 1.39 -0.66 -5.98
As -0.46 -0.01 -5.12
S -1.27 -1.38 -3.66
S 0.37 1.74 -3.82
S -1.83 0.83 -6.48
Se -0.26 -5.86 -0.53
C -0.26 -4.05 -0.67
N -0.28 -2.89 -0.76
C 4.52 -0.63 -3.53
N 3.98 -0.85 -2.21
C 4.73 -0.85 -0.98
C 3.64 -1.23 0.03
O 3.85 -1.32 1.24
N 2.47 -1.41 -0.61
C 2.71 -1.25 -1.93
N 1.83 -1.49 -2.87
H 5.28 0.15 -3.47
H 3.74 -0.28 -4.21
H 4.96 -1.53 -3.95
H 5.13 0.14 -0.74
H 5.54 -1.58 -0.98
H 0.89 -1.76 -2.64
H 1.96 -1.26 -3.86
N -3.28 -2.30 -1.26
C -4.19 -3.28 -1.26
C -4.49 -3.56 0.06
C -3.68 -2.67 0.79
N -2.95 -1.91 -0.02
H -2.83 -1.86 -2.07
H -4.53 -3.71 -2.18
H -5.16 -4.31 0.44
H -3.58 -2.56 1.86
```

The energy relative to the best compared isomer or geometry (same formula, charge and spin) comes out at 3.31 kcal/mol. Its HOMO-LUMO gap is 4.213 eV. The value obtained for the HOMO energy is -1.81 eV. Its LUMO energy is 2.41 eV. As for the total charge: -2.

---

Entry from the Open Molecules 2025 dataset: a 2-piece molecular cluster, C5H15N2 overall (the ωB97M-V functional and the def2-TZVPD basis).

Geometry as XYZ:
```
22
Properties=species:S:1:pos:R:3
N -1.82 0.56 -1.25
C -1.80 0.63 0.17
C -2.94 -0.16 0.83
C -0.47 0.14 0.75
N 0.54 1.00 0.26
C 1.85 0.73 0.57
C 2.54 -0.71 0.30
H -2.70 0.46 -1.73
H 2.83 -1.31 -3.01
H 2.24 -0.90 -3.21
H -1.80 1.67 0.49
H -2.84 -0.04 1.90
H -2.77 -1.20 0.57
H -3.98 0.09 0.63
H -0.48 -0.10 1.81
H -0.09 -0.74 0.15
H -1.09 0.75 -1.89
H 2.49 1.46 0.06
H 2.13 0.77 1.64
H 2.77 -0.89 -0.75
H 1.97 -1.55 0.73
H 3.41 -0.64 0.97
```

The energy relative to the best compared isomer or geometry (same formula, charge and spin) comes out at 142.90 kcal/mol. Its HOMO-LUMO gap is 4.975 eV. The value obtained for the HOMO energy is -12.97 eV. Its LUMO energy is -7.99 eV. As for the total charge: +1.

---

Entry from the Open Molecules 2025 dataset: an isolated ion of composition C5H13N2O and charge -1 (the ωB97M-V functional and the def2-TZVPD basis).

Geometry as XYZ:
```
21
Properties=species:S:1:pos:R:3
C -1.72 0.36 2.39
C -1.57 0.40 0.84
C -0.15 0.47 0.35
N 0.33 1.85 0.14
C 0.03 -0.37 -0.96
N 1.35 -0.21 -1.52
C 2.25 -1.56 -1.40
O 1.79 -2.59 -2.05
H -2.78 0.47 2.58
H -1.15 1.22 2.75
H -1.17 -0.49 2.79
H -2.08 -0.46 0.38
H -2.17 1.23 0.45
H 0.58 0.01 1.02
H -0.39 2.36 -0.36
H 1.14 1.72 -0.47
H -0.76 -0.18 -1.70
H -0.14 -1.40 -0.60
H 1.28 0.05 -2.49
H 3.17 -1.17 -1.86
H 2.16 -1.70 -0.28
```

The energy relative to the best compared isomer or geometry (same formula, charge and spin) comes out at 19.47 kcal/mol. Its HOMO-LUMO gap is 6.454 eV. The value obtained for the HOMO energy is -2.75 eV. Its LUMO energy is 3.71 eV. As for the total charge: -1.

---

Entry from the Open Molecules 2025 dataset: one molecule with the formula C5H12NO5PS (the ωB97M-V functional and the def2-TZVPD basis).

Geometry as XYZ:
```
25
Properties=species:S:1:pos:R:3
C -0.99 -1.38 -2.60
C -0.20 -0.44 -1.58
C -1.09 -0.30 -0.32
C -0.45 0.43 0.90
N -1.39 0.25 2.01
O -0.43 1.86 0.63
C 0.78 2.38 0.26
O 1.45 2.96 1.02
O 1.21 2.29 -1.04
P 1.15 -0.31 1.53
O 0.78 -1.89 1.85
O 2.33 -0.37 0.41
S 1.74 0.45 3.22
H -0.29 -2.11 -3.03
H -1.76 -1.97 -2.05
H -1.48 -0.79 -3.39
H -0.09 0.51 -2.13
H 0.76 -0.95 -1.42
H -1.96 0.33 -0.62
H -1.51 -1.28 -0.05
H -1.45 1.11 2.55
H -2.29 0.04 1.58
H 2.05 1.81 -1.06
H 0.03 -1.92 2.47
H 3.12 -0.71 0.87
```

The energy relative to the best compared isomer or geometry (same formula, charge and spin) comes out at 0.00 kcal/mol. Its HOMO-LUMO gap is 9.134 eV. The value obtained for the HOMO energy is -8.73 eV. Its LUMO energy is 0.40 eV.

---

Entry from the Open Molecules 2025 dataset: C6H17N3 as an isolated structure (the ωB97M-V functional and the def2-TZVPD basis).

Geometry as XYZ:
```
26
Properties=species:S:1:pos:R:3
C -0.09 0.48 -0.67
C 0.09 -0.41 0.47
C 2.03 0.49 -0.58
C -1.74 -1.05 0.78
C 2.95 -0.70 -0.41
C -2.92 -0.11 0.71
N -0.50 -0.03 -1.88
N -0.48 1.77 -0.43
N 0.34 0.19 1.76
H 0.49 -1.40 0.26
H -1.01 0.59 -2.49
H -0.85 2.31 -1.19
H 0.19 -0.55 -2.40
H -0.89 1.92 0.49
H 1.12 0.83 1.80
H 0.53 -0.53 2.45
H 2.31 1.32 0.08
H 2.12 0.88 -1.60
H -1.66 -1.49 1.78
H -1.86 -1.88 0.08
H 2.61 -1.56 -1.01
H 3.00 -1.03 0.63
H 3.99 -0.48 -0.71
H -2.77 0.77 1.35
H -3.11 0.24 -0.31
H -3.85 -0.58 1.05
```

The energy relative to the best compared isomer or geometry (same formula, charge and spin) comes out at 82.87 kcal/mol. Its HOMO-LUMO gap is 7.505 eV. The value obtained for the HOMO energy is -6.54 eV. Its LUMO energy is 0.96 eV.

---

Entry from the Open Molecules 2025 dataset: C2HClNO4 as an isolated structure (the ωB97M-V functional and the def2-TZVPD basis).

Geometry as XYZ:
```
9
Properties=species:S:1:pos:R:3
C -0.30 -0.76 -1.01
C -1.08 1.10 -0.58
N 0.17 -1.16 0.03
O -2.07 0.61 -0.22
O -0.50 -0.93 -2.18
O -0.23 1.80 -0.94
O 0.32 -1.04 1.33
Cl 2.50 0.70 1.83
H 1.19 -0.33 1.72
```

The energy relative to the best compared isomer or geometry (same formula, charge and spin) comes out at 32.75 kcal/mol. Its HOMO-LUMO gap is 8.440 eV. The value obtained for the HOMO energy is -5.11 eV. Its LUMO energy is 3.33 eV. As for the total charge: -1.

---

Number 1: energy -5589.2456 Eh. Number 2: energy -2476.0395 Eh. Number 3: energy -1735.2159 Eh. Number 4: energy -14116.3945 Eh. Number 5: energy -1198.5662 Eh. Number 6: energy -1653.8060 Eh. Number 7: energy -11293.3415 Eh. Number 8: energy -308.5649 Eh. Number 9: energy -383.0328 Eh. Number 10: energy -1368.2728 Eh. Number 11: energy -402.9421 Eh. Number 12: energy -892.7385 Eh.